{
  "formula": "C14H19LiN3O7S2Se",
  "method": "ωB97M-V/def2-TZVPD",
  "symbols": ["Li", "O", "S", "O", "O", "C", "C", "C", "C", "C", "C", "S", "O", "O", "O", "H", "H", "H", "H", "C", "N", "C", "C", "N", "C", "C", "Se", "H", "H", "H", "H", "H", "H", "H", "H", "C", "N", "C", "C", "O", "H", "H", "H", "H", "H", "H", "H"],
  "positions_angstrom": [[-1.630, -0.368, 0.418], [-2.538, -0.547, -1.318], [-2.268, -1.992, -1.342], [-3.345, -2.792, -1.873], [-1.780, -2.410, -0.024], [-0.894, -2.255, -2.493], [-1.070, -3.329, -3.360], [-0.100, -3.674, -4.288], [1.071, -2.941, -4.361], [1.261, -1.873, -3.501], [0.295, -1.517, -2.566], [0.720, -0.075, -1.576], [0.135, 1.064, -2.258], [2.173, -0.053, -1.526], [0.144, -0.332, -0.258], [-1.993, -3.885, -3.296], [-0.267, -4.515, -4.949], [1.840, -3.197, -5.080], [2.175, -1.296, -3.530], [1.215, 1.932, 4.857], [1.430, 1.009, 3.768], [2.170, 1.252, 2.620], [2.102, 0.139, 1.862], [1.331, -0.771, 2.554], [1.000, -2.110, 2.097], [0.915, -0.244, 3.728], [-0.130, -1.035, 5.020], [1.826, 2.816, 4.684], [1.494, 1.462, 5.800], [0.162, 2.206, 4.918], [2.655, 2.194, 2.441], [2.481, -0.070, 0.875], [1.589, -2.325, 1.210], [-0.055, -2.180, 1.842], [1.217, -2.818, 2.894], [-2.416, 2.546, -1.023], [-1.309, 2.875, -0.137], [-0.301, 3.775, -0.657], [-1.096, 2.178, 0.977], [-1.807, 1.260, 1.387], [-2.860, 3.475, -1.385], [-3.154, 1.971, -0.473], [-2.057, 1.943, -1.856], [-0.751, 4.742, -0.894], [0.146, 3.343, -1.553], [0.477, 3.923, 0.092], [-0.204, 2.500, 1.532]],
  "lowdin_charge": [0.61, -0.39, 0.46, -0.32, -0.38, -0.20, -0.07, -0.09, -0.09, -0.07, -0.21, 0.47, -0.32, -0.34, -0.41, 0.10, 0.10, 0.10, 0.11, -0.07, -0.14, -0.07, -0.05, -0.11, -0.04, -0.78, 0.52, 0.08, 0.07, 0.08, 0.11, 0.10, 0.10, 0.07, 0.07, -0.03, -0.17, -0.05, -0.33, -0.07, 0.09, 0.09, 0.08, 0.08, 0.08, 0.08, 0.13],
  "e_above_lowest_kj_mol": 0.0,
  "homo_lumo_gap_ev": 7.310,
  "charge": -1,
  "homo_ev": -4.771,
  "e_tot_ha": -4441.414457
}